1.
ORCA calculation (the ωB97M-V functional and the def2-TZVPD basis) on a 2-piece molecular cluster, C5H11O2 overall.

XYZ file:
```
18
Properties=species:S:1:pos:R:3:forces:R:3:nbo_charge:R:1
C 1.0120 -0.8721 2.7074 1.231 -1.030 -1.448 -0.601
C 1.9226 -0.9945 1.4374 -0.176 -0.138 1.065 -0.686
C 1.1794 0.4637 3.3638 -0.261 0.735 0.667 -1.086
H -0.0201 -1.0696 2.4171 -0.098 0.166 0.144 0.180
H 1.3369 -1.7142 3.3305 -0.290 0.210 0.447 0.161
H 2.9476 -1.1818 1.7705 0.093 0.258 0.065 0.171
H 0.7582 0.4499 4.3782 -0.057 0.151 0.095 0.147
H 2.1980 0.8545 3.4575 0.234 -0.539 -0.026 0.174
H 1.8996 -0.0488 0.9161 0.004 0.075 -0.548 0.189
H 1.6792 -1.8557 0.8101 -0.357 0.228 -0.195 0.186
H 0.6818 1.2638 2.8063 -0.250 -0.144 -0.102 0.179
C -1.3773 -0.5178 -1.1443 0.937 -0.876 -0.265 -0.742
C -1.2075 0.4838 -2.3204 -0.366 0.073 -0.104 0.760
O -1.5212 1.6675 -2.0602 -0.091 0.018 -0.076 -0.799
O -0.7260 0.0316 -3.3924 -0.154 -0.050 0.311 -0.810
H -2.2824 -0.5302 -0.5445 -0.252 0.666 -0.093 0.188
H -0.5277 -0.3146 -0.4866 -0.160 0.017 0.247 0.210
H -1.2299 -1.5555 -1.4745 0.013 0.178 -0.185 0.181
```
Positions in Å, forces in eV/Å.

As for the net charge: -2. The value obtained for the HOMO-LUMO gap (alpha / beta) is 0.1072 / 0.3010 Ha. The value obtained for the HOMO energy (alpha / beta) is 0.1359 / -0.0601 Eh. As for the multiplicity: 2. Its expectation value of S² is 0.750.

---

2.
ORCA calculation (the ωB97M-V functional and the def2-TZVPD basis) on a 2-piece molecular cluster, C5H11O2 overall.

XYZ file:
```
18
Properties=species:S:1:pos:R:3:forces:R:3:nbo_charge:R:1
C -3.2970 0.7928 1.4443 0.200 -0.673 -0.005 -0.695
C -1.7926 0.3382 1.3165 -1.415 1.797 0.283 0.712
O -1.0245 1.2653 1.2304 0.980 -0.382 -0.207 -0.581
O -1.4980 -0.9031 1.4471 -0.242 -0.506 -0.115 -0.164
H -3.3919 1.0500 2.4987 -0.023 0.189 -0.058 0.242
H -4.1530 0.1754 1.1778 0.426 -0.532 -0.059 0.229
H -3.3155 1.6752 0.8117 0.042 0.129 0.167 0.252
C 1.6859 -0.3737 -0.2752 -2.542 0.074 0.822 -0.412
C 1.4802 0.8218 -1.2132 -0.099 0.146 0.051 -0.622
C 1.8946 -1.6425 -1.0204 2.378 -1.147 -1.494 -0.612
H 2.3090 -0.0767 0.5583 1.196 -0.382 -0.304 0.214
H 0.7737 -0.5339 0.3651 0.133 0.327 -0.914 0.190
H 2.3897 1.4196 -1.2929 -0.232 0.404 0.486 0.205
H 1.3099 -1.7330 -1.9395 -0.641 0.238 0.409 0.207
H 2.9041 -1.6373 -1.4844 -0.094 0.032 0.315 0.195
H 0.5998 1.3320 -0.8315 0.375 0.829 -0.004 0.229
H 1.2591 0.6446 -2.2686 -0.136 -0.859 0.131 0.201
H 1.8662 -2.6146 -0.5244 -0.306 0.319 0.498 0.210
```
Positions in Å, forces in eV/Å.

The value obtained for the HOMO-LUMO gap (alpha / beta) is 0.4105 / 0.2561 Ha. The value obtained for the HOMO energy (alpha / beta) is -0.3813 / -0.3805 Eh. As for the multiplicity: 2. Its expectation value of S² is 0.754.

---

3.
ORCA calculation (the ωB97M-V functional and the def2-TZVPD basis) on C5H11O2P in the gas phase.

XYZ file:
```
19
Properties=species:S:1:pos:R:3:forces:R:3:nbo_charge:R:1
C 1.9533 1.4865 -0.2419 -0.981 1.540 -2.608 -0.632
C 1.1490 0.2378 -0.2250 0.794 -2.692 -0.252 -0.465
P 1.0125 -0.5163 -2.0080 1.930 -1.112 1.318 0.321
C -0.2735 0.2667 0.3016 0.137 0.156 -1.000 0.368
O -0.3791 -0.4630 1.4344 0.825 -0.436 2.169 -0.520
C -1.5927 -1.1305 1.4983 0.454 -3.596 2.463 -0.096
C -2.2472 -0.9241 0.1707 0.596 -0.791 -0.563 -0.102
O -1.2020 -0.3360 -0.6001 -0.273 0.680 -0.137 -0.530
H 1.4199 2.4023 -0.5878 -0.162 -0.683 -0.274 0.199
H 2.7580 1.3471 -1.0085 -0.019 0.367 1.530 0.234
H 2.1233 1.7432 0.7517 1.591 0.416 1.705 0.214
H 1.7677 -0.3980 0.5005 -1.193 0.094 -1.233 0.239
H 2.4778 -0.3376 -2.2818 -1.381 0.093 0.094 -0.050
H 0.6239 0.7375 -2.3285 -0.318 1.344 -1.146 -0.045
H -0.5208 1.2819 0.5269 -0.735 1.157 -0.146 0.132
H -2.1416 -0.9460 2.4622 0.081 0.675 -1.166 0.187
H -1.3073 -2.2464 1.6704 -0.526 1.497 -0.566 0.170
H -2.5025 -1.8786 -0.3131 -0.043 0.398 0.148 0.201
H -3.1187 -0.3264 0.2781 -0.777 0.892 -0.335 0.175
```
Positions in Å, forces in eV/Å.

Its structure (SMILES) is C[C@H](P)C1OCCO1. The value obtained for the HOMO-LUMO gap is 0.3689 Ha. The value obtained for the HOMO energy is -0.3330 Eh.

---

4.
ORCA calculation (the ωB97M-V functional and the def2-TZVPD basis) on C5H11O2PS2 in the gas phase.

XYZ file:
```
21
Properties=species:S:1:pos:R:3:forces:R:3:nbo_charge:R:1
C 2.0296 0.1716 -1.2706 -3.253 2.424 1.358 -0.610
C 0.8457 -0.4620 -0.4253 2.579 -2.089 1.271 -0.204
C 1.3855 -0.7906 1.0459 -3.058 2.918 -2.628 -0.601
C -0.3601 0.4591 -0.4933 -1.208 -1.838 1.309 -0.672
C -0.1466 1.7929 0.1201 3.390 -0.460 -1.081 0.465
O -0.9400 2.4624 0.6709 -1.583 1.347 1.098 -0.516
P -2.0362 -0.1707 0.1560 -1.447 0.054 -1.950 1.430
O -2.3055 0.2874 1.6305 0.743 -0.487 1.788 -1.024
S -3.5254 0.4630 -0.9518 0.824 -0.502 -0.016 -0.587
S -1.8939 -2.3341 0.3277 1.821 1.222 0.930 -0.282
H 2.7562 0.7395 -0.6619 -0.901 0.515 -0.090 0.212
H 1.5130 0.7645 -2.0854 1.279 -0.403 0.703 0.203
H 2.6543 -0.5176 -1.6388 1.833 -3.015 -1.890 0.215
H 0.6464 -1.5474 -0.7753 -0.227 2.094 -0.176 0.241
H 1.6344 0.0767 1.5734 0.911 1.490 0.682 0.198
H 0.6256 -1.1990 1.6050 -2.185 -1.074 1.291 0.205
H 2.0927 -1.4887 1.0601 3.375 -2.550 -0.327 0.211
H -0.5393 0.5643 -1.5377 -0.574 0.422 -0.937 0.289
H 0.9495 2.1141 0.0142 -0.982 0.056 0.167 0.114
H -2.3723 1.2237 1.8817 0.114 -0.211 -0.740 0.548
H -3.0135 -2.6091 -0.2453 -1.448 0.087 -0.762 0.165
```
Positions in Å, forces in eV/Å.

Its structure (SMILES) is CC(C)[C@H](C=O)[P@@](O)(=S)S. The value obtained for the HOMO-LUMO gap is 0.3354 Ha. The value obtained for the HOMO energy is -0.3190 Eh.

---

5.
ORCA calculation (the ωB97M-V functional and the def2-TZVPD basis) on a 2-piece molecular cluster, C5H11O2PS2 overall.

XYZ file:
```
21
Properties=species:S:1:pos:R:3:forces:R:3:nbo_charge:R:1
C -2.3826 -0.9295 0.7564 1.468 0.436 -2.844 -0.582
C -1.8552 0.0134 -0.4416 0.586 -3.624 1.093 -0.219
C -2.9042 0.8982 -1.1074 2.946 1.188 2.912 -0.615
C -0.5566 0.5350 0.1164 -0.793 0.794 1.321 -0.289
C 0.6044 -0.0476 -0.1027 0.484 0.282 -1.136 0.138
O 1.7937 0.1613 0.5071 0.757 3.146 3.262 -0.719
H -1.5448 -1.2829 1.3401 0.006 -0.315 0.002 0.208
H -2.9187 -1.7047 0.2524 -0.420 -0.823 0.155 0.206
H -3.0194 -0.3846 1.3319 -1.921 1.460 1.965 0.192
H -1.5139 -0.7891 -1.1121 -0.185 0.441 -0.498 0.193
H -2.3776 1.8363 -0.9489 -0.964 0.933 -0.089 0.216
H -2.9166 0.7921 -2.1085 -0.157 -0.708 -3.432 0.214
H -3.8806 0.8946 -0.7223 -1.133 -0.083 0.824 0.213
H -0.6702 1.1203 1.0644 0.314 -0.015 -0.898 0.191
H 0.8877 -0.6998 -0.9031 -0.866 -0.575 -0.647 0.187
H 1.7562 0.9666 1.1850 0.049 -2.448 -2.030 0.503
O 4.1732 0.4735 -1.6881 -0.375 -0.453 -0.506 -1.005
P 4.2615 0.1850 -0.2670 0.783 0.026 1.142 1.529
S 4.8437 1.4324 1.0804 -0.509 -0.753 -0.282 -0.488
S 4.2802 -1.8946 0.2105 -0.590 1.561 1.342 -0.264
H 3.9397 -1.5759 1.5570 0.520 -0.470 -1.656 0.192
```
Positions in Å, forces in eV/Å.

Its structure (SMILES) is CC(C)/C=C/O.O=P(=S)S. The value obtained for the HOMO-LUMO gap is 0.3211 Ha. The value obtained for the HOMO energy is -0.3352 Eh.

---

6.
ORCA calculation (the ωB97M-V functional and the def2-TZVPD basis) on a 2-piece molecular cluster, C5H11O2S overall.

XYZ file:
```
19
Properties=species:S:1:pos:R:3:forces:R:3:nbo_charge:R:1
C 1.2241 -2.0713 -0.2348 1.246 1.337 0.838 -0.511
C 0.1559 -1.0329 -0.4689 -1.230 1.370 -0.326 -0.679
C 1.1040 -0.8198 2.3866 1.473 -0.175 0.019 -0.760
S 1.3481 -2.4399 1.5528 0.248 0.093 0.198 0.119
H 1.0883 -3.0213 -0.7231 -0.453 -0.326 -0.108 0.214
H 2.2165 -1.7045 -0.5759 -0.569 -0.162 0.149 0.205
H -0.4673 -1.2823 -1.3375 0.261 0.254 0.078 0.213
H 0.4279 0.0505 -0.4965 0.727 -0.885 -0.762 0.268
H 1.1411 0.0571 1.7586 -1.120 -0.009 -0.810 0.261
H 0.2426 -0.9287 3.0301 -0.115 0.495 -0.006 0.219
H 2.0098 -0.5291 2.9380 -0.196 -0.875 0.563 0.216
H -0.5313 -0.8568 0.3615 -0.256 -1.048 0.170 0.227
C -2.0162 1.6322 -1.2726 2.426 1.008 0.073 -0.773
C -0.6763 2.6293 -1.1261 -1.219 0.180 1.185 0.781
O -0.3056 2.6664 0.0675 0.505 -0.535 0.454 -0.816
O -0.2468 3.3527 -2.0432 -0.642 -0.943 -0.659 -0.777
H -2.6113 2.1307 -2.0210 -0.625 -0.414 -0.241 0.200
H -2.4461 1.5390 -0.2725 -0.191 0.399 -0.280 0.204
H -1.6574 0.6286 -1.5231 -0.270 0.235 -0.534 0.188
```
Positions in Å, forces in eV/Å.

As for the net charge: -1. The value obtained for the HOMO-LUMO gap is 0.2505 Ha. The value obtained for the HOMO energy is -0.1426 Eh.

---

Calculated energy, -347.49925, -347.48583, -688.85336, -1485.32601, -1485.28407, -745.79678 a.u. (same order as the records).